180
Properties=species:S:1:pos:R:3:forces:R:3 method="wB97M-V/def2-TZVPD" multiplicity=2 orbital_gap_ev="7.34 / 3.10" charge=+1 lumo_ev="-2.49 / -6.72" largest_force_ev_per_a=7.81
C -9.971510 -1.116300 4.753580 -2.080 -0.131 0.644
C -8.967180 -2.120020 4.361440 3.583 2.250 -0.605
C -9.478390 -3.443130 4.160310 -0.644 -2.368 -0.115
N -8.560140 -4.618050 4.499560 0.302 -0.926 2.798
C -7.969400 -4.410650 5.981920 -0.404 -1.039 -0.402
C -7.375500 -5.670610 6.566820 -0.632 -1.356 0.491
C -8.191970 -6.976780 6.291620 1.259 0.207 0.793
C -8.781220 -7.172300 4.913940 -0.543 1.611 0.484
C -9.522380 -5.882070 4.509000 0.573 -0.036 0.788
C -7.352190 -4.848400 3.594360 -2.617 1.428 -0.463
H -10.852910 -1.277150 4.132810 -0.109 0.826 -0.607
H -9.638480 -0.081780 4.836990 0.047 -0.236 -0.372
H -10.445910 -1.373100 5.700730 0.416 -0.011 0.472
H -8.140560 -2.068170 5.070040 0.032 -0.249 0.158
H -8.506630 -1.841310 3.413650 0.253 0.521 -0.098
H -9.752300 -3.589720 3.115520 -0.326 -0.206 0.082
H -10.361540 -3.475060 4.798370 -0.155 -1.107 -0.026
H -8.783710 -4.154760 6.659800 -0.298 0.420 -0.563
H -7.156520 -3.687110 6.043760 -0.523 0.493 -0.740
H -7.429750 -5.541000 7.647720 -0.204 0.222 0.155
H -6.299690 -5.826800 6.487160 0.033 0.190 -1.030
H -8.979790 -7.058770 7.040430 -0.120 0.090 -0.085
H -7.476980 -7.771120 6.505890 -0.228 -0.293 0.052
H -9.572900 -7.907900 5.056180 0.188 -0.329 -0.721
H -8.015140 -7.435150 4.184460 -0.339 -0.371 -0.113
H -10.298510 -5.613750 5.225740 0.136 -0.145 0.402
H -10.126840 -6.042440 3.616250 0.664 0.641 -0.628
H -6.752280 -5.731440 3.814470 -0.302 0.349 0.283
H -6.838220 -3.887190 3.597150 0.467 -0.378 -0.124
H -7.951370 -4.940240 2.688460 1.068 -0.355 -0.790
C -18.340520 -3.491500 4.586940 -1.433 1.083 0.655
C -17.154760 -2.831860 3.927230 -0.204 0.201 0.190
C -17.048610 -3.235140 2.508480 1.113 -0.463 -2.716
N -15.700620 -2.780150 1.711780 -0.071 -0.381 0.444
C -15.699700 -1.233040 1.353940 -0.388 -1.773 1.099
C -14.349950 -0.764010 0.918560 2.466 1.090 0.025
C -13.197880 -1.050470 1.935300 -1.044 -0.768 -1.099
C -13.136360 -2.562730 2.094490 -0.525 0.045 1.198
C -14.494950 -3.085380 2.634500 0.545 0.115 0.151
C -15.578170 -3.604730 0.395310 -0.572 0.339 2.457
H -18.523440 -4.540660 4.354730 0.295 0.055 0.209
H -19.259130 -2.930540 4.414930 -0.338 -0.184 -0.809
H -18.244930 -3.271490 5.650210 0.371 -0.805 0.318
H -16.359410 -3.149740 4.601370 0.625 0.416 -0.673
H -17.308800 -1.752950 3.909340 0.337 0.121 0.672
H -17.843060 -2.930470 1.827220 -0.099 1.031 0.324
H -17.194010 -4.304270 2.353860 1.060 -0.395 0.266
H -15.959600 -0.803590 2.321480 -0.028 0.363 -0.114
H -16.475030 -1.035530 0.613700 -0.094 -0.326 0.057
H -14.321260 0.319280 0.801290 -0.764 0.247 -0.031
H -13.973010 -1.084950 -0.052530 -0.609 -0.518 -0.173
H -13.445520 -0.516330 2.852620 0.222 -0.381 0.304
H -12.200120 -0.776080 1.592810 -0.149 0.667 -0.357
H -12.335510 -2.722530 2.816430 -0.329 -0.600 0.532
H -12.774650 -3.103910 1.220190 -0.313 0.259 -0.390
H -14.661120 -2.654200 3.621710 -0.178 0.675 -0.346
H -14.440120 -4.132040 2.933820 -0.326 -0.380 -0.797
H -16.519160 -3.510070 -0.146600 0.370 0.608 -0.520
H -15.562550 -4.630450 0.763750 0.603 -0.101 -0.294
H -14.642040 -3.246140 -0.032690 -0.477 -0.441 -0.544
C -7.604210 4.350980 0.607520 0.511 -0.584 1.081
C -8.942850 3.796350 1.148520 -0.627 1.287 -1.474
C -8.952620 3.530510 2.626850 -0.056 0.089 0.342
N -10.387530 3.510340 3.295960 0.833 1.526 -0.064
C -11.398210 2.863900 2.315310 1.110 -0.952 0.945
C -12.717640 2.716700 3.013530 -0.884 0.185 1.555
C -12.625810 2.061850 4.481460 -1.198 -0.554 -3.482
C -11.720900 2.778430 5.369290 1.865 1.638 0.026
C -10.276820 2.910130 4.711880 -2.064 -1.360 -0.582
C -10.786590 4.959720 3.509510 0.827 0.546 -1.052
H -6.887320 3.608090 0.957200 0.577 -0.139 -0.924
H -7.187170 5.261620 1.037550 -0.772 0.271 0.630
H -7.572670 4.595410 -0.454250 -0.197 -0.853 -0.046
H -9.233770 2.906700 0.589950 0.286 -0.121 -0.041
H -9.695430 4.529670 0.858770 -0.240 0.159 0.263
H -8.313250 4.285740 3.083940 -0.573 0.251 0.545
H -8.408570 2.603710 2.808950 -0.620 -0.373 0.328
H -10.948160 1.901880 2.070220 -0.090 -0.305 0.182
H -11.331690 3.418330 1.379210 -0.501 0.316 0.389
H -13.470300 2.110180 2.509810 0.482 -0.131 -0.548
H -13.207120 3.687450 3.091950 0.040 0.216 0.051
H -12.357140 1.040660 4.211110 0.183 -0.343 0.773
H -13.668000 2.054720 4.800650 0.322 -0.155 0.377
H -11.663420 2.363890 6.375750 0.216 -0.106 -0.110
H -12.137270 3.782940 5.444700 0.126 0.175 0.508
H -9.969670 1.881240 4.524440 0.493 0.110 0.227
H -9.555550 3.482210 5.295490 -0.073 -0.022 -0.258
H -11.781610 5.178310 3.897140 0.272 -0.727 0.256
H -10.753560 5.456770 2.540000 0.054 -0.088 -0.091
H -9.990630 5.411210 4.101710 -0.331 0.006 0.249
C -20.807850 0.689400 4.508000 -0.624 -0.286 -0.351
C -21.443180 0.177720 5.809940 0.745 -0.171 0.125
C -20.287210 -0.318070 6.704930 -1.921 0.430 0.887
N -20.801750 -0.954910 8.015330 0.079 0.543 0.121
C -21.749030 -2.179570 7.736340 1.143 1.006 0.170
C -21.853870 -3.069780 8.976410 -1.133 -0.689 0.164
C -20.558230 -3.405390 9.685610 -0.067 0.170 -0.146
C -19.837210 -2.127680 10.051330 1.274 -0.877 -1.815
C -19.550490 -1.432980 8.710770 0.075 1.323 1.707
C -21.453190 0.182300 8.882180 -1.228 -1.213 -0.860
H -20.039940 1.448990 4.654400 -0.018 -0.099 0.213
H -21.543160 1.106470 3.819910 -0.132 0.067 0.189
H -20.387750 -0.155000 3.961550 0.286 0.011 0.032
H -22.089270 -0.685000 5.647530 0.034 -0.006 -0.546
H -22.105580 0.904980 6.279440 0.396 0.288 0.073
H -19.690680 0.483200 7.141060 0.400 0.056 -0.787
H -19.731830 -1.068520 6.142370 0.302 0.074 0.348
H -21.294870 -2.621390 6.849410 0.462 -0.548 0.338
H -22.684170 -1.822120 7.305230 -0.189 0.236 0.762
H -22.196200 -4.058650 8.671380 -0.597 0.193 -0.400
H -22.611860 -2.699260 9.666530 -0.059 0.264 -0.032
H -20.080490 -3.985410 8.896030 1.088 0.073 0.333
H -20.654230 -4.075790 10.539680 -0.512 0.053 -0.082
H -18.812610 -2.332040 10.362020 -0.112 -0.122 0.665
H -20.346840 -1.510640 10.791360 0.008 -0.027 -0.153
H -18.849580 -1.955070 8.059420 -0.644 -0.576 -0.233
H -18.961630 -0.558640 8.988020 -0.233 0.522 -0.371
H -22.308030 0.551600 8.315640 0.281 0.088 -0.258
H -20.818420 1.027200 9.149230 0.506 -0.520 -0.318
H -21.948510 -0.212140 9.769420 0.605 -0.381 0.058
C -20.832240 -3.504250 1.316690 -1.157 -1.790 -0.400
F -21.852620 -4.346540 1.032830 0.376 0.428 -0.427
F -21.165180 -2.910230 2.437590 -0.858 2.283 0.473
F -19.827210 -4.268160 1.747990 1.242 -0.325 -1.402
S -20.557200 -2.369680 -0.256240 -0.482 0.538 -0.719
O -21.807580 -1.709070 -0.627980 1.465 -1.937 0.875
O -19.513260 -1.435130 0.154570 -0.589 -1.488 0.075
N -20.094890 -3.626550 -1.383340 -4.660 -0.253 6.216
S -19.104400 -3.013760 -2.263800 5.396 3.416 -4.489
O -19.597990 -1.931650 -3.070680 -0.234 0.055 -0.475
O -17.827810 -2.673020 -1.628620 -0.017 -1.057 -0.380
C -18.762490 -4.405880 -3.504240 -1.423 1.479 0.245
F -19.976210 -4.696740 -4.091170 1.836 0.005 0.266
F -17.844110 -4.040380 -4.407350 -0.837 0.109 0.029
F -18.282490 -5.438560 -2.876790 0.094 -1.440 0.445
C -13.422920 1.362040 -7.679820 1.312 -0.476 -1.689
F -14.500200 1.083760 -7.029310 -0.481 0.350 1.024
F -13.660420 0.988410 -8.976470 0.887 0.882 1.494
F -13.025770 2.648040 -7.589020 -0.979 -1.191 -0.134
S -11.846270 0.334470 -7.126570 0.119 2.236 -5.164
O -12.042720 -0.989730 -7.680190 0.231 0.979 1.807
O -10.769940 1.096380 -7.723600 -0.667 -0.547 1.880
N -12.038230 0.673970 -5.369240 0.902 -0.193 -3.054
S -12.336150 -0.804870 -4.994350 -1.206 -5.190 5.214
O -13.555630 -1.392430 -5.548900 1.621 1.100 0.371
O -11.116380 -1.672950 -4.885830 -2.612 2.545 -0.641
C -12.907160 -0.432350 -3.169780 -0.336 0.503 -1.055
F -13.515220 -1.456030 -2.659950 -0.005 -1.637 0.289
F -11.844870 -0.124060 -2.446000 0.364 0.285 0.273
F -13.815320 0.555230 -3.106330 0.822 0.337 -0.592
C -14.597080 -7.907610 2.674420 0.363 2.019 2.618
F -14.176060 -7.549190 1.437550 -0.827 -0.805 1.405
F -15.579310 -7.042280 3.131700 1.237 -0.527 -1.375
F -15.097690 -9.095090 2.817380 -0.171 -0.899 -1.295
S -13.138710 -7.862610 4.005440 1.716 -2.939 -0.995
O -12.372530 -9.147740 3.723760 -2.699 3.267 1.302
O -12.323930 -6.669760 3.707070 -1.275 -0.969 0.388
N -14.032730 -7.868940 5.524730 2.042 -1.351 -3.520
S -13.811160 -6.402780 5.992240 -0.418 1.082 3.751
O -12.471120 -6.128540 6.459400 0.022 0.327 0.019
O -14.462510 -5.472990 5.142970 -0.693 1.790 -0.650
C -14.833490 -6.382460 7.727980 -0.022 -1.277 -2.098
F -16.156640 -6.650290 7.531130 0.904 -0.150 0.046
F -14.290740 -7.370460 8.473340 -0.538 0.980 0.005
F -14.793340 -5.208660 8.321800 0.636 -0.125 0.138
C -16.502470 1.248320 5.995600 2.380 -0.555 -0.842
F -16.823450 1.460480 7.257500 -1.019 0.712 -0.463
F -17.517020 0.968130 5.158570 0.387 -0.097 1.391
F -15.884000 2.329320 5.434730 -0.481 -0.726 1.007
S -15.307480 -0.291920 6.121460 -0.093 -2.009 -0.914
O -16.250350 -1.359840 6.572680 1.636 2.651 -0.363
O -14.776130 -0.503180 4.766970 -0.899 1.127 1.175
N -13.978680 0.086600 7.203880 -3.697 1.758 -2.673
S -13.435780 -1.329560 7.471630 0.197 -3.052 4.144
O -14.136730 -2.009300 8.557490 1.027 0.664 -0.785
O -13.231230 -2.130220 6.307600 1.257 -0.174 -0.644
C -11.791910 -0.806550 8.357180 -0.582 0.049 -1.308
F -11.197680 0.186070 7.664910 1.095 -0.567 -1.592
F -11.978660 -0.201370 9.481510 -1.099 -0.346 2.276
F -10.994350 -1.877710 8.547850 -0.268 0.783 -0.545